[1]
{"formula": "C5H10N6", "method": "the ωB97M-V functional and the def2-TZVPD basis", "largest_force_ha_per_bohr": 0.09015, "gap_ev": 8.8, "relative_energy_kj_mol": 734.5, "homo_energy_ev": -8.72, "species": ["C", "C", "C", "C", "C", "N", "N", "N", "N", "N", "N", "H", "H", "H", "H", "H", "H", "H", "H", "H", "H"], "xyz": [[1.6861, -0.6853, -0.0343], [-1.3035, 0.0147, 1.0779], [-1.5476, 0.0604, -1.0738], [-1.7133, 1.1528, -0.0350], [-0.4386, -1.9789, -0.0877], [2.9904, -0.9961, -0.0288], [1.5520, 0.5951, 0.0826], [3.6566, 0.2176, 0.1039], [2.7794, 1.1167, 0.1997], [-1.3616, -0.9637, -0.0238], [-0.7624, 2.3328, -0.0841], [-0.3187, 0.1675, 1.2095], [-1.8253, -0.1892, 1.9365], [-2.4875, -0.2109, -1.6264], [-0.7844, 0.1348, -1.9084], [-2.7296, 1.5212, 0.0083], [-0.1897, -2.4239, -1.0214], [-0.2091, -2.5553, 0.8455], [-0.6478, 2.6498, 0.8573], [3.5655, -1.8969, 0.1392], [0.0890, 1.9368, -0.5367]], "atomic_forces_ev_per_a": [[-2.394, -3.605, -0.113], [-2.109, 1.239, -3.938], [-0.964, -1.106, -2.052], [1.416, 0.987, 1.677], [0.027, 2.353, 1.566], [1.680, 0.040, 0.595], [-0.526, 0.441, -0.005], [1.137, -0.830, 0.546], [1.026, 0.447, -0.538], [2.338, -2.302, -0.435], [-1.546, -2.252, -1.971], [3.368, 0.655, 1.180], [-1.590, -0.444, 1.882], [0.607, 0.575, 0.471], [-0.237, -0.022, 1.459], [-0.202, -0.058, 0.243], [-0.119, -0.208, -0.575], [-0.370, 0.787, -1.019], [0.688, 0.149, 0.303], [-1.760, 2.299, -0.681], [-0.471, 0.856, 1.404]]}

[2]
{"formula": "C2H4BrN", "method": "the ωB97M-V functional and the def2-TZVPD basis", "largest_force_ha_per_bohr": 0.05462, "gap_ev": 11.7, "relative_energy_kj_mol": 103.0, "smiles": "N#CBr.C", "homo_energy_ev": -11.54, "species": ["N", "C", "Br", "C", "H", "H", "H", "H"], "xyz": [[-1.0105, -0.6882, -2.4166], [-0.4991, 0.3337, -2.4874], [0.2785, 1.9358, -2.3033], [0.2249, -0.3317, 1.4984], [-0.2396, 0.5390, 1.1748], [1.2421, -0.0121, 1.2450], [0.1238, -0.6495, 2.5813], [-0.1202, -1.1270, 0.7078]], "atomic_forces_ev_per_a": [[-0.244, -0.545, -0.269], [0.203, 0.483, 0.477], [0.045, 0.053, -0.185], [0.772, -2.525, -0.956], [-1.808, 1.646, 0.274], [0.323, -0.840, 0.379], [-0.085, 0.569, -1.561], [0.793, 1.158, 1.842]]}

[3]
{"formula": "C24H42NOP3Y", "method": "the ωB97M-V functional and the def2-TZVPD basis", "largest_force_ha_per_bohr": 0.13895, "total_charge": 3, "gap_ev": [5.7, 3.7], "relative_energy_kj_mol": 104.4, "homo_energy_ev": [-15.69, -14.77], "species": ["Y", "P", "P", "P", "H", "C", "C", "H", "C", "C", "C", "C", "C", "C", "C", "C", "C", "H", "H", "H", "H", "H", "H", "H", "H", "H", "H", "H", "H", "H", "H", "H", "H", "H", "H", "H", "H", "H", "H", "H", "H", "H", "H", "H", "H", "H", "C", "C", "C", "C", "C", "C", "O", "H", "H", "H", "H", "H", "H", "N", "C", "C", "C", "C", "C", "C", "C", "H", "H", "H", "H", "H"], "xyz": [[-0.1815, -0.0719, -2.1489], [0.4189, 0.9198, 3.1456], [-1.9206, 2.0697, -1.3970], [1.8746, -1.7462, -0.4344], [-0.7031, 2.0972, -4.0537], [-0.2807, 1.0818, -4.1442], [-1.0930, -0.0673, -4.2141], [-2.1872, -0.0084, -4.0769], [0.8568, 1.6207, 4.7375], [-1.3217, 1.2871, 2.8115], [0.4448, -0.8877, 3.2104], [-2.5253, 3.2729, -2.6379], [-3.3735, 1.7712, -0.3191], [-1.0623, 3.1896, -0.2241], [3.0225, -2.3832, -1.7153], [1.6051, -3.2683, 0.5593], [3.1248, -0.9068, 0.6285], [0.6944, 1.1011, -4.6724], [-0.6969, -0.9939, -4.6743], [0.3858, 1.0554, 5.5499], [0.5329, 2.6668, 4.7826], [1.9445, 1.5831, 4.8546], [-1.9408, 1.0189, 3.6837], [-1.6750, 0.6941, 1.9554], [-1.4726, 2.3540, 2.5972], [-0.1384, -1.2296, 4.0814], [1.4718, -1.2590, 3.3078], [-0.0155, -1.3134, 2.3044], [-3.3553, 3.8578, -2.2178], [-2.8934, 2.7230, -3.5077], [-1.7263, 3.9463, -2.9750], [-3.9368, 2.7104, -0.2066], [-3.0252, 1.4516, 0.6774], [-4.0211, 0.9856, -0.7283], [-1.8130, 3.7742, 0.3295], [-0.3853, 3.8633, -0.7577], [-0.4719, 2.5919, 0.4813], [3.6861, -3.1282, -1.2542], [3.6137, -1.5595, -2.1330], [2.4481, -2.8504, -2.5274], [2.4861, -3.9236, 0.4869], [0.7253, -3.7984, 0.1687], [1.4207, -3.0237, 1.6152], [4.0582, -1.4881, 0.6311], [2.7482, -0.8087, 1.6535], [3.3256, 0.1009, 0.2402], [2.3938, 1.8070, -1.5302], [3.1382, 2.9530, -1.1341], [4.3661, 3.2230, -1.7229], [4.8588, 2.3961, -2.7411], [4.0667, 1.3610, -3.2575], [2.8295, 1.0717, -2.6887], [1.3947, 1.3988, -0.7601], [1.2902, 1.4672, 2.1504], [2.7450, 3.5510, -0.3180], [4.9275, 4.1036, -1.4112], [5.8424, 2.5992, -3.1733], [4.3978, 0.7782, -4.1214], [2.2112, 0.2697, -3.1410], [-1.6289, -1.3316, -0.8085], [-2.2045, -2.0087, -0.0347], [-2.8603, -2.8731, 0.8682], [-3.1816, -4.1941, 0.4827], [-3.8010, -5.0518, 1.3974], [-4.0796, -4.6148, 2.6972], [-3.7657, -3.3045, 3.0786], [-3.1625, -2.4337, 2.1729], [-2.9317, -4.5255, -0.5255], [-4.0615, -6.0629, 1.0829], [-4.5475, -5.2954, 3.4177], [-3.9900, -2.9493, 4.0929], [-2.9196, -1.4062, 2.4540]], "atomic_forces_ev_per_a": [[2.956, 0.097, 6.504], [-0.631, -0.166, 0.440], [-0.248, 1.285, 0.919], [0.817, -0.129, 0.016], [0.090, -0.690, 0.455], [-1.404, -0.190, -4.172], [0.331, 1.900, -2.820], [0.539, -0.064, 0.300], [0.284, 0.082, -0.042], [-0.139, 0.321, -0.246], [0.340, -0.152, -0.113], [-0.186, -0.305, -0.248], [-0.296, -0.579, -0.133], [0.301, -0.015, 0.131], [-0.178, -0.125, -0.243], [-0.454, -0.142, -0.123], [-0.174, 0.469, -0.133], [-0.433, -0.332, 0.723], [-0.156, 0.430, 0.294], [0.028, 0.080, -0.211], [0.069, -0.167, -0.023], [-0.132, 0.014, 0.081], [0.405, 0.059, -0.158], [0.261, 0.185, 0.229], [0.038, -0.297, 0.101], [0.196, 0.286, -0.230], [-0.269, 0.017, 0.058], [0.225, 0.239, 0.232], [0.311, -0.098, -0.129], [-0.145, 0.183, -0.029], [-0.152, -0.172, 0.197], [0.162, -0.355, -0.070], [-0.187, 0.126, -0.504], [-0.009, 0.267, 0.160], [0.218, -0.083, -0.292], [-0.041, -0.130, 0.162], [-0.055, 0.240, -0.246], [-0.103, 0.218, -0.291], [-0.096, -0.210, 0.116], [0.291, -0.052, 0.127], [-0.310, 0.215, 0.100], [0.279, -0.062, 0.181], [0.061, -0.111, -0.362], [-0.322, 0.106, 0.078], [0.181, -0.049, -0.224], [0.031, -0.330, 0.121], [-0.239, -0.289, 0.164], [0.356, -0.304, -0.386], [-0.552, 0.068, 0.165], [-0.004, -0.117, -0.465], [-0.077, 0.068, -0.203], [-0.072, 0.410, 0.553], [-1.040, -0.966, -1.492], [-0.556, -0.434, 0.292], [0.090, -0.034, -0.083], [-0.026, -0.323, -0.007], [-0.390, -0.114, 0.121], [0.039, 0.246, 0.329], [0.436, 0.129, 0.401], [-1.425, -1.424, 1.692], [1.206, 1.209, -1.809], [-0.377, -0.629, 0.613], [-0.025, -0.015, 0.083], [0.211, 0.281, -0.269], [0.017, 0.077, -0.121], [0.148, 0.339, 0.043], [-0.049, -0.009, 0.127], [-0.169, -0.021, 0.283], [0.100, 0.291, 0.134], [0.188, 0.307, -0.346], [0.072, -0.234, -0.520], [-0.157, -0.326, 0.019]]}

[4]
{"formula": "C18H48AgFO14P2", "method": "the ωB97M-V functional and the def2-TZVPD basis", "largest_force_ha_per_bohr": 0.03865, "gap_ev": 9.2, "homo_energy_ev": -8.95, "species": ["Ag", "F", "C", "O", "P", "O", "O", "C", "O", "C", "H", "H", "H", "H", "H", "H", "H", "H", "H", "C", "O", "P", "O", "O", "C", "O", "C", "H", "H", "H", "H", "H", "H", "H", "H", "H", "C", "O", "C", "C", "O", "C", "H", "H", "H", "H", "H", "H", "H", "H", "H", "H", "C", "O", "C", "C", "O", "C", "H", "H", "H", "H", "H", "H", "H", "H", "H", "H", "C", "O", "C", "C", "O", "C", "H", "H", "H", "H", "H", "H", "H", "H", "H", "H"], "xyz": [[7.1883, 0.3371, -13.8795], [5.8137, 2.0743, -14.5468], [4.9760, 5.3259, -14.9379], [4.2264, 6.3002, -14.2233], [3.3929, 7.4566, -14.9608], [4.0855, 8.2488, -15.9762], [2.0739, 6.7013, -15.4627], [2.1130, 5.9039, -16.6547], [2.8772, 8.2706, -13.7011], [2.3661, 9.5883, -13.8373], [5.8790, 5.0845, -14.3859], [5.2434, 5.6614, -15.9451], [4.3645, 4.4315, -15.0727], [3.1268, 5.8357, -17.0522], [1.5462, 6.4086, -17.4356], [1.7043, 4.9323, -16.3962], [2.2397, 9.8965, -14.8716], [2.9901, 10.3019, -13.2982], [1.4124, 9.6139, -13.3065], [4.4196, -4.3078, -13.4103], [3.8772, -3.0872, -12.9153], [4.3216, -1.6771, -13.4378], [5.7347, -1.3261, -13.2099], [3.8822, -1.6562, -14.9625], [4.5345, -0.8238, -15.9201], [3.2928, -0.7003, -12.7154], [3.6380, -0.1599, -11.4366], [3.6083, -4.9272, -13.7940], [4.9885, -4.8116, -12.6344], [5.0507, -4.1345, -14.2878], [4.9912, -1.4527, -16.6853], [5.3184, -0.1570, -15.5467], [3.8410, -0.1648, -16.4408], [4.6821, -0.2773, -11.1549], [2.9489, -0.6110, -10.7191], [3.4119, 0.9052, -11.4327], [9.2396, 2.3497, -15.2730], [9.2862, 1.6355, -14.0498], [9.0709, 2.4611, -12.9015], [9.1555, 1.6141, -11.6313], [8.1922, 0.5837, -11.6043], [8.3329, -0.2954, -10.5127], [9.8483, 3.2580, -15.2259], [8.2252, 2.6493, -15.5459], [9.6345, 1.6797, -16.0326], [8.0859, 2.9407, -12.9149], [9.8579, 3.2186, -12.9562], [8.9838, 2.3130, -10.8010], [10.1536, 1.1910, -11.4675], [7.6070, -1.1030, -10.5921], [8.1271, 0.2125, -9.5654], [9.3365, -0.7306, -10.5341], [2.2805, 3.6202, -11.6755], [1.8957, 3.0358, -12.8933], [2.9027, 2.9566, -13.8720], [2.5820, 2.0283, -15.0043], [1.3768, 2.4132, -15.6403], [1.0543, 1.6082, -16.7382], [1.4297, 3.7507, -11.0160], [2.6570, 4.6469, -11.8446], [3.1631, 3.0677, -11.3258], [3.8790, 2.6983, -13.4407], [3.0066, 3.9766, -14.2711], [2.4667, 0.9858, -14.6808], [3.4405, 2.0710, -15.6871], [0.7932, 0.5768, -16.4728], [1.7681, 1.6112, -17.5656], [0.1151, 2.0232, -17.1150], [3.3150, 2.2400, -19.4089], [4.7046, 2.3414, -19.1589], [4.9523, 3.2749, -18.1458], [6.4167, 3.2908, -17.7672], [7.2557, 3.4267, -18.8893], [8.6185, 3.4532, -18.5958], [3.1813, 1.7142, -20.3539], [2.7618, 3.1802, -19.4414], [2.8892, 1.5892, -18.6350], [4.3885, 3.0799, -17.2215], [4.6676, 4.3058, -18.4066], [6.6439, 2.4015, -17.1728], [6.6235, 4.1384, -17.1015], [8.9974, 2.4670, -18.2957], [8.8399, 4.2152, -17.8348], [9.1536, 3.7311, -19.5050]], "atomic_forces_ev_per_a": [[-0.576, 0.514, -0.142], [0.521, -0.506, -0.003], [-0.031, -0.300, -0.929], [-0.313, 1.077, 0.097], [-0.205, -0.721, 0.621], [0.116, -0.167, -0.236], [0.221, 0.492, 0.202], [0.236, 0.414, -0.159], [0.382, -0.735, -0.268], [-0.527, 0.432, 0.560], [-0.083, -0.027, 0.117], [0.136, 0.313, 0.176], [0.542, 0.135, 0.095], [0.064, -0.237, 0.146], [-0.293, -0.106, 0.107], [-0.009, -0.137, -0.171], [0.074, -0.050, -0.051], [0.365, -0.158, -0.253], [-0.124, -0.107, -0.301], [0.179, -0.155, -0.987], [-0.227, 0.082, 0.140], [-0.759, 1.019, -0.306], [0.279, -0.406, 0.106], [0.075, -0.067, 0.756], [0.680, 0.479, -1.157], [0.914, -0.574, -0.629], [-0.802, 0.460, 0.604], [-0.108, -0.003, 0.429], [-0.084, 0.039, 0.060], [0.196, 0.110, 0.255], [-0.071, -0.211, 0.140], [-0.253, -0.166, 0.526], [-0.410, -0.218, 0.319], [0.006, -0.301, -0.186], [0.359, -0.125, 0.134], [0.030, -0.007, -0.320], [-0.045, 0.208, -0.202], [-0.401, -0.239, 0.401], [0.056, -0.676, -0.163], [0.493, 0.623, 0.275], [-0.342, 0.229, -0.558], [0.048, -0.140, 0.115], [0.179, -0.069, 0.045], [-0.153, -0.107, 0.199], [0.040, 0.044, -0.045], [-0.038, -0.002, -0.340], [-0.074, 0.159, 0.614], [-0.046, -0.055, 0.079], [0.040, -0.052, -0.293], [-0.052, 0.089, -0.339], [0.276, 0.099, 0.022], [0.013, 0.012, 0.285], [1.256, 0.913, -1.241], [-1.229, -0.886, 0.170], [0.121, 1.137, 0.400], [-0.223, -0.461, 0.121], [0.463, 0.292, -0.109], [-1.307, 0.095, -0.184], [0.000, -0.697, 0.167], [-0.054, -0.085, -0.080], [-0.373, -0.024, 0.812], [-0.015, -0.228, -0.121], [-0.161, -0.271, 0.021], [0.143, 0.026, 0.242], [-0.044, -0.016, 0.000], [0.397, -0.125, 0.264], [-0.076, 0.060, 0.643], [0.093, 0.027, -0.188], [0.217, -1.175, 0.022], [-0.403, 0.562, -0.133], [0.547, 0.830, 0.539], [0.437, -0.093, 0.406], [-0.560, -0.121, -0.587], [0.212, 0.114, -0.055], [0.086, 0.139, -0.101], [0.255, 0.244, 0.073], [0.096, 0.300, -0.369], [0.041, -0.318, -0.080], [-0.128, -0.140, -0.587], [0.136, -0.290, -0.148], [-0.311, 0.056, 0.187], [-0.081, 0.080, 0.235], [0.089, -0.176, 0.107], [-0.121, 0.023, -0.012]]}